(i)
Density functional theory data (ωB97M-V with the def2-TZVPD basis set) for a 2-piece molecular cluster, C6H6BrClO2 overall.

Structure (XYZ):
```
16
Properties=species:S:1:pos:R:3:lowdin_charge:R:1
C 1.25540 0.57857 0.05689 -0.081
C -0.09770 0.96704 0.06938 -0.324
C -0.33554 1.65066 -1.17423 -0.565
C 1.72365 1.02466 -1.17409 -0.860
C -0.89289 0.76673 1.35463 -0.037
C 0.49001 -1.38669 -2.20722 -0.420
O -1.34031 2.20685 -1.51799 0.122
O 0.82571 1.63077 -1.91193 0.019
Cl -0.92230 -0.91240 -1.40381 0.787
Br 3.35675 0.93234 -1.94801 0.889
H 1.88191 0.01927 0.77459 0.140
H -0.45658 0.19143 2.08415 0.031
H -2.01103 0.40353 1.12765 0.125
H -0.90541 1.86862 1.76727 0.127
H 0.90218 -2.36672 -1.79985 0.042
H 0.51545 -1.24983 -3.26300 0.007
```

Calculated values
total charge: 0
gap between HOMO and LUMO (alpha / beta): 7.243 / 7.821 eV
E_HOMO (alpha / beta): -7.68 / -8.68 eV

=====

(ii)
Density functional theory data (ωB97M-V with the def2-TZVPD basis set) for C6H6BrClO2 in the gas phase.

Structure (XYZ):
```
16
Properties=species:S:1:pos:R:3:lowdin_charge:R:1
C 0.67781 -0.66174 -0.47991 0.036
C 0.00659 0.20027 0.23860 -0.209
C 0.94839 1.30981 0.73953 -0.433
C 2.38136 -0.01349 -0.40913 -1.237
C -2.11236 -0.66143 -0.37129 -0.123
C -1.46237 0.34878 0.59558 -0.149
O 0.67205 2.18785 1.51386 0.150
O 2.20938 1.10798 0.35232 -0.086
Cl 2.93435 0.52126 -1.96775 0.684
Br 3.42427 -1.32503 0.50249 0.761
H 0.47459 -1.63790 -0.84437 0.098
H -3.25052 -0.62423 -0.17539 0.101
H -1.83583 -1.63181 -0.22383 0.025
H -1.99859 -0.54895 -1.47400 0.095
H -1.47451 0.02749 1.69501 0.159
H -1.59461 1.40115 0.30828 0.127
```

Calculated values
total charge: 0
SMILES string: CCC1=C[C@](Cl)(Br)OC1=O
gap between HOMO and LUMO: 10.748 eV
E_HOMO: -10.44 eV

=====

Relative to the most stable one, in eV, the structures come out at (i) 2.266; (ii) 0.000.

=====

(i)
Density functional theory data (ωB97M-V with the def2-TZVPD basis set) for C25H27N3O7 in the gas phase.

Structure (XYZ):
```
62
Properties=species:S:1:pos:R:3:lowdin_charge:R:1
C 0.06463 1.46962 1.95414 -0.025
C 0.12981 0.14335 1.24396 -0.027
C -0.80625 -0.44824 0.47407 -0.179
C -2.04829 0.37651 0.18707 -0.258
O -2.34555 1.73010 0.40006 -0.069
O -2.88832 -0.43111 -0.37381 -0.011
C -4.07218 0.11322 -0.95609 0.048
C -3.53376 0.32437 -2.65545 -0.113
C -2.54737 1.20010 -3.03180 -0.028
C -2.37010 1.28553 -4.39304 -0.026
C -2.83338 0.34606 -5.29113 -0.137
C -3.78861 -0.38655 -4.87995 -0.148
C -4.34741 -0.33443 -3.58666 -0.041
H -5.00133 -1.32563 -3.25611 0.167
H -4.40948 -0.92037 -5.67674 0.147
H -2.80091 0.53013 -6.22516 0.068
H -1.71701 2.01901 -4.64979 0.088
H -2.19357 1.73833 -2.20914 0.100
H -4.08531 1.04909 -0.84021 0.024
H -4.80630 -0.65281 -0.90576 0.120
C -0.63793 -1.69638 0.07665 -0.159
N 0.48666 -2.59479 0.78396 0.214
C 1.55619 -1.99836 1.25450 -0.479
O 2.48070 -2.65334 1.62886 0.113
N 1.60808 -0.49521 1.46606 0.055
C 2.47637 -0.02136 2.26632 -0.290
H 3.23871 -0.42597 2.03041 0.035
C 2.48767 -0.28627 3.77916 -0.168
C 3.68822 -0.14678 4.69161 -0.212
C 4.36011 1.20943 4.46599 -0.273
C 3.76821 2.33761 5.05690 -0.154
C 2.71642 3.11727 4.17214 -0.389
O 2.75448 3.07199 2.98292 0.078
O 1.52171 3.57274 4.90862 0.052
H 0.93262 3.95716 4.31696 0.050
H 3.27565 1.88429 5.97034 0.143
H 4.44810 3.29438 5.26748 0.173
H 5.28821 0.95083 5.05892 0.137
H 4.63931 1.45530 3.41780 0.136
H 3.68469 -0.47791 5.73478 0.127
H 4.20583 -0.95390 4.16610 0.115
H 1.68885 0.36362 4.51308 0.157
H 1.95872 -1.14852 4.15225 0.097
H 2.53874 1.14511 2.17849 0.145
H 0.72665 -3.37403 0.38171 0.076
C -0.74865 -1.70321 -1.56014 -0.093
C -1.61228 -2.48665 -2.23557 -0.016
C -1.62497 -2.38977 -3.64781 0.140
C -0.44144 -1.55887 -4.28651 -0.076
C 0.39987 -0.83164 -3.31429 -0.063
C 0.31634 -0.87377 -2.11467 -0.072
H 0.97379 -0.25835 -1.51250 0.143
H 1.00541 -0.12746 -4.15450 0.195
N -0.67145 -1.47437 -5.61613 -0.446
O -1.41509 -2.25090 -6.28624 0.041
O 0.13633 -0.83864 -6.07435 0.138
H -2.08805 -2.93594 -4.20553 0.005
H -2.16069 -3.20272 -1.63572 0.123
H -1.56224 -2.43095 0.32717 0.189
H -1.04391 1.78015 1.70873 0.087
H 0.91652 2.25879 1.51342 0.155
H 0.12826 1.41111 3.04420 0.072
```

Calculated values
total charge: 0
SMILES string: CC1=C(C(=O)OCc2ccccc2)[C@@H](c2ccc([N+](=O)[O-])cc2)NC(=O)N1CCCCCC(=O)O
gap between HOMO and LUMO: 7.675 eV
E_HOMO: -8.79 eV

=====

(ii)
Density functional theory data (ωB97M-V with the def2-TZVPD basis set) for C25H27N3O7 in the gas phase.

Structure (XYZ):
```
62
Properties=species:S:1:pos:R:3:lowdin_charge:R:1
C 4.38573 8.50734 0.47904 -0.063
C 3.29749 7.51649 0.09125 -0.220
H 3.53349 7.05819 -0.87453 0.121
H 2.32005 8.00176 0.04450 0.122
O 3.14705 6.48872 1.06800 -0.013
C 4.03688 5.47179 0.99075 -0.535
O 4.88346 5.37920 0.13298 0.091
N 3.88916 4.58597 2.00490 -0.037
C 2.80676 4.61108 2.95999 -0.128
H 2.29018 5.56637 2.88606 0.125
C 1.83970 3.45429 2.69925 -0.096
H 1.38482 3.57373 1.71500 0.120
H 1.05065 3.45382 3.45310 0.127
C 2.61225 2.13418 2.74058 -0.255
N 1.73085 0.99864 2.52499 0.078
C 0.97000 0.78476 1.38603 -0.346
O 0.92557 1.50296 0.41937 0.132
C 0.25338 -0.49371 1.62403 -0.060
C -0.63505 -1.17652 0.82272 0.061
C -1.16048 -2.37711 1.31038 -0.103
C -0.80612 -2.83615 2.57789 0.016
C 0.09334 -2.14655 3.38058 0.031
C 0.62201 -0.97266 2.88352 -0.065
C 1.58137 -0.00940 3.47307 -0.342
O 2.14350 -0.03884 4.53720 0.135
H 0.36862 -2.50811 4.35870 0.126
H -1.26015 -3.75257 2.92429 0.123
C -2.15676 -3.20000 0.54443 -0.418
O -2.99435 -3.86269 1.11903 0.088
N -1.99804 -3.12991 -0.80406 0.137
C -2.73973 -3.75939 -1.81130 -0.219
C -2.34401 -3.56857 -3.12943 -0.033
C -3.05230 -4.16478 -4.15511 -0.022
C -4.16365 -4.96259 -3.91153 -0.193
C -4.56652 -5.16080 -2.57576 -0.184
C -3.84625 -4.55344 -1.55137 0.075
H -4.17578 -4.72151 -0.54064 0.116
O -5.61662 -5.89909 -2.13079 -0.058
C -6.45351 -6.61396 -3.01138 -0.073
H -6.97616 -5.95072 -3.70357 0.094
H -7.17928 -7.11041 -2.36724 0.094
H -5.89904 -7.36405 -3.57901 0.095
O -4.88544 -5.56409 -4.91450 -0.120
C -4.48832 -5.36490 -6.24724 -0.084
H -4.53526 -4.30836 -6.53072 0.097
H -5.20112 -5.92867 -6.84768 0.095
H -3.47959 -5.74875 -6.43169 0.097
H -2.72257 -3.99703 -5.16728 0.103
H -1.48582 -2.95523 -3.36217 0.110
H -1.21872 -2.58691 -1.14893 0.132
H -0.92606 -0.76017 -0.13037 0.130
C 3.74078 2.16556 1.70751 -0.095
C 4.65295 3.35895 1.99350 -0.126
H 5.41986 3.45211 1.22345 0.125
H 5.13394 3.23566 2.97056 0.132
H 3.31237 2.26675 0.70936 0.122
H 4.31766 1.24032 1.74997 0.127
H 3.03430 1.98462 3.74282 0.153
H 3.23381 4.51292 3.96560 0.132
H 4.18074 8.92826 1.46067 0.076
H 5.34854 8.00327 0.50306 0.074
H 4.42545 9.30993 -0.25186 0.076
```

Calculated values
total charge: 0
SMILES string: CCOC(=O)N1CCC(N2C(=O)c3ccc(C(=O)Nc4ccc(OC)c(OC)c4)cc3C2=O)CC1
gap between HOMO and LUMO: 7.219 eV
E_HOMO: -7.94 eV

=====

Relative to the most stable one, in eV, the structures come out at (i) 20.751; (ii) 0.000.